A molecular structure, C4H4O5Pr in a non-equilibrium geometry, computed with ωB97M-V with the def2-TZVPD basis set.

XYZ file:
```
14
Properties=species:S:1:pos:R:3:forces:R:3
O -0.0146 -2.6537 -1.0180 -1.191 -0.475 2.688
C -0.6504 -3.8795 -1.2435 1.447 -0.587 -3.765
O -0.4819 -4.5498 -2.2622 -0.278 1.810 2.583
O -1.4397 -4.1992 -0.2542 -0.302 1.592 2.946
H 1.7667 2.6444 1.1330 -0.123 -0.150 -0.228
O 1.1599 0.7143 0.7123 -0.258 -0.691 -0.552
C 1.2037 2.1253 0.3514 0.194 0.592 0.089
C -0.2749 2.4976 0.3073 0.095 0.660 0.033
O -0.9261 1.2369 0.6328 -0.153 -0.631 -0.559
C -0.0621 0.2680 0.7150 0.026 0.038 1.026
H 1.7161 2.2152 -0.6114 -0.125 -0.102 0.270
H -0.6258 2.8149 -0.6792 0.056 -0.128 0.267
H -0.5740 3.2242 1.0683 0.065 -0.180 -0.208
Pr -0.7969 -2.4585 1.1484 0.547 -1.750 -4.590
```
Forces are in eV/Å.

strongest force on any atom: 0.0961 hartree/bohr
total charge: +1
spin multiplicity: 3
HOMO energy (alpha / beta): -12.5 / -12.5 eV

These are the Mulliken partial charges, in e, on atoms 1 to 4: -0.622, 0.769, -0.519, -0.657